# 1
This record from OMol25 describes a molecular structure, C27H19F10HfN5SbSe4. The level of theory is ωB97M-V/def2-TZVPD.

Properties
Lowest unoccupied orbital energy ... -0.1471 Eh
Kohn-Sham gap ... 6.547 eV
Net charge ... +1
Spin multiplicity ... 1
E_HOMO ... -0.388 Eh

```
67
Properties=species:S:1:pos:R:3:forces:R:3
Hf -0.29256 -0.41531 -0.23539 0.481 -0.198 0.494
C -0.28588 -3.05830 1.54828 -0.011 -0.056 0.002
N -1.02812 -2.58140 0.35520 -0.002 -0.153 0.131
C -2.45730 -2.44030 0.66141 -0.026 0.114 -0.234
C -2.60094 -1.41554 1.76714 0.037 -0.226 -0.089
N -1.58296 -0.37897 1.54765 -0.212 -0.372 -0.247
C -1.65880 0.67422 2.43343 0.134 0.495 0.293
C -0.61754 1.60482 2.40450 -0.115 -0.031 0.039
F 0.37963 1.33840 1.50478 -0.142 0.015 0.010
C -0.51439 2.73838 3.17606 -0.025 -0.026 -0.010
F 0.52198 3.55871 3.03136 -0.020 -0.019 0.002
C -1.51608 3.00436 4.09554 -0.009 -0.014 -0.010
F -1.46899 4.09027 4.85851 0.006 -0.040 -0.029
C -2.57141 2.11414 4.18866 0.058 0.040 -0.017
F -3.54996 2.34982 5.05323 0.025 0.010 -0.005
C -2.65029 0.98506 3.38276 0.081 0.017 -0.063
F -3.74492 0.22862 3.56491 0.046 -0.017 -0.043
C -0.80648 -3.52420 -0.75613 0.147 0.044 -0.134
C 0.66088 -3.44860 -1.14136 -0.219 0.139 -0.035
N 1.09388 -2.03058 -1.02225 -0.152 0.063 0.200
C 2.45170 -1.94777 -0.78844 0.490 0.034 0.079
C 3.47041 -2.68472 -1.41140 -0.130 0.087 0.097
F 3.16610 -3.54496 -2.38805 0.073 0.021 0.034
C 4.80207 -2.53513 -1.04820 -0.018 -0.012 0.001
F 5.73179 -3.25103 -1.66386 -0.020 0.013 0.008
C 5.18269 -1.63553 -0.05991 -0.080 0.025 0.002
F 6.46137 -1.49508 0.26484 -0.034 0.010 -0.013
C 4.20923 -0.87623 0.57430 -0.031 -0.037 -0.036
F 4.52191 0.00709 1.51463 0.018 -0.016 -0.010
C 2.90072 -1.07251 0.19400 -0.117 -0.130 -0.183
F 1.89178 -0.33169 0.77891 0.148 -0.046 0.239
H -0.65367 -4.04348 1.84992 -0.020 0.008 -0.020
H 0.77269 -3.14223 1.31677 0.000 0.025 -0.003
H -0.40164 -2.36281 2.37331 -0.011 0.002 0.003
H -2.93484 -2.07422 -0.25542 -0.007 -0.046 0.026
H -2.91759 -3.40468 0.89624 0.041 0.025 0.167
H -3.61434 -1.01310 1.73434 0.023 -0.009 -0.021
H -2.48493 -1.87665 2.75289 -0.008 0.009 -0.017
H -1.08510 -4.54071 -0.46170 0.010 0.006 0.026
H -1.44320 -3.22639 -1.58980 0.008 -0.020 0.016
H 1.26194 -4.07210 -0.47196 0.014 0.028 -0.004
H 0.79221 -3.86301 -2.14099 -0.038 0.013 0.006
C 2.80944 2.46128 -2.12757 -0.109 -0.005 0.056
C 2.19061 3.69423 -2.17952 -0.011 -0.063 0.037
C 0.89642 3.80655 -1.69412 0.018 -0.104 0.017
C 0.26710 2.69483 -1.16016 0.087 0.030 -0.008
N 0.87181 1.49079 -1.09039 0.297 0.052 -0.349
C 2.11223 1.39802 -1.57944 0.125 -0.112 -0.057
C -1.12989 2.73256 -0.69762 -0.202 -0.079 0.044
C -1.85911 3.90904 -0.56419 0.089 -0.111 -0.032
C -3.19861 3.83907 -0.23311 -0.016 0.029 -0.003
C -3.78305 2.59537 -0.06053 0.017 -0.046 -0.002
C -2.98282 1.47673 -0.16052 0.015 -0.007 -0.054
N -1.67439 1.53085 -0.44608 -0.291 0.349 -0.002
H 3.80709 2.30128 -2.50886 0.006 0.000 -0.012
H 2.69208 4.55472 -2.59946 0.011 0.008 -0.017
H 0.38043 4.75114 -1.75808 -0.027 0.011 0.016
H 2.57791 0.42318 -1.55886 -0.067 0.074 -0.023
H -1.38710 4.86698 -0.71504 0.009 0.017 -0.007
H -3.78320 4.74219 -0.12448 0.006 0.017 0.002
H -4.83369 2.49031 0.16645 -0.008 -0.019 0.003
H -3.39661 0.49044 -0.00339 -0.004 -0.004 0.026
Se -0.33711 -3.79459 -4.79541 -0.044 -0.178 -0.003
Sb 0.26132 -1.65747 -4.04903 -0.136 -0.035 -0.316
Se 2.61153 -0.86891 -4.24262 0.111 0.149 0.097
Se 0.91275 0.20464 -5.61200 0.054 0.006 -0.042
Se -1.41617 -0.53989 -2.59469 -0.323 0.247 -0.021
```
Positions in Å, forces in eV/Å.

Charges in e, computed with Mulliken, in the same order as the atoms: atom 1 (Hf): 1.0645, atom 2 (C): -1.0798, atom 3 (N): 0.1420, atom 4 (C): -1.2167, atom 5 (C): -1.3648, atom 6 (N): 1.5634, atom 7 (C): -0.3346, atom 8 (C): -0.1591, atom 9 (F): -0.0963, atom 10 (C): -0.0253, atom 11 (F): -0.3137, atom 12 (C): 0.6991, atom 13 (F): -0.2981, atom 14 (C): 0.2120, atom 15 (F): -0.2874, atom 16 (C): 0.1944, atom 17 (F): -0.3269, atom 18 (C): -1.2957, atom 19 (C): -1.0264, atom 20 (N): 1.0936, atom 21 (C): 0.2375, atom 22 (C): -0.2067, atom 23 (F): -0.3689, atom 24 (C): 0.2360, atom 25 (F): -0.2853, atom 26 (C): 0.5142, atom 27 (F): -0.2922, atom 28 (C): -0.5218, atom 29 (F): -0.2880, atom 30 (C): -0.3052, atom 31 (F): 0.0743, atom 32 (H): 0.3829, atom 33 (H): 0.2945, atom 34 (H): 0.2683, atom 35 (H): 0.3023, atom 36 (H): 0.4824, atom 37 (H): 0.6729, atom 38 (H): 0.5827, atom 39 (H): 0.3826, atom 40 (H): 0.2926, atom 41 (H): 0.5910, atom 42 (H): 0.6419, atom 43 (C): -1.3171, atom 44 (C): -0.7959, atom 45 (C): -1.1533, atom 46 (C): 1.1496, atom 47 (N): 0.6077, atom 48 (C): -0.2537, atom 49 (C): 0.5079, atom 50 (C): -1.1113, atom 51 (C): -0.7016, atom 52 (C): -0.9887, atom 53 (C): -0.2560, atom 54 (N): 0.7858, atom 55 (H): 0.5609, atom 56 (H): 0.4651, atom 57 (H): 0.4224, atom 58 (H): 0.5632, atom 59 (H): 0.4601, atom 60 (H): 0.4796, atom 61 (H): 0.5179, atom 62 (H): 0.3543, atom 63 (Se): -0.4636, atom 64 (Sb): 1.2894, atom 65 (Se): -0.2304, atom 66 (Se): -0.3161, atom 67 (Se): -0.4088

# 2
This record from OMol25 describes 10 unconnected molecules or ions with the total composition C2H25NO9. The level of theory is ωB97M-V/def2-TZVPD.

Properties
Lowest unoccupied orbital energy ... 0.0076 Eh
Kohn-Sham gap ... 9.948 eV
Net charge ... 0
Spin multiplicity ... 1
SMILES ... CNC.O.O.O.O.O.O.O.O.O
E_HOMO ... -0.358 Eh

```
37
Properties=species:S:1:pos:R:3:forces:R:3
C -1.36182 2.74411 0.12193 -0.678 -1.795 -0.417
N -0.13859 1.91521 0.22287 0.897 2.461 0.217
C 1.12319 2.81609 -0.08501 -0.049 -4.745 -3.129
H -1.37527 3.40321 0.94182 -0.168 1.064 0.866
H -1.42902 3.25967 -0.81359 0.247 0.835 -0.647
H -2.31288 2.14842 0.10772 1.096 0.098 0.465
H -0.29870 1.10769 -0.37780 0.882 0.214 -0.257
H 2.04904 2.15448 -0.08780 -1.162 0.693 0.624
H 1.31301 3.69300 0.42204 -0.408 1.480 2.068
H 1.16149 3.14402 -1.14438 -0.630 -0.117 0.187
O -0.55404 -2.56510 1.62372 0.268 2.700 -0.330
H -1.14713 -1.75754 1.94480 0.432 -2.201 -0.606
H -0.71261 -3.36132 2.06305 -0.787 -1.718 1.122
O -0.19685 0.39991 2.43921 -1.004 0.134 -2.756
H -0.05965 1.11435 1.71827 -0.844 -0.992 -0.328
H 0.37142 0.78207 3.02187 2.543 1.112 3.492
O -2.24356 -0.77722 1.84916 -7.307 -8.077 1.762
H -1.82485 -0.34757 2.44245 4.395 5.459 6.365
H -2.05816 -0.48308 1.07526 1.640 3.382 -8.209
O -0.85194 1.33544 -3.02090 -1.663 2.023 -0.839
H -0.55904 2.08492 -2.49608 0.502 -0.432 0.083
H -0.40732 0.52916 -2.86325 1.681 -1.308 0.201
O 2.65845 -2.51643 -0.25983 1.035 1.973 -0.710
H 2.83715 -3.11371 0.44063 0.364 -0.744 1.131
H 2.52938 -1.65387 0.22920 0.084 -1.796 -1.034
O 2.05962 -2.47423 2.25327 -0.114 -4.544 -0.419
H 2.24788 -1.63577 2.47851 0.961 4.537 1.417
H 1.12559 -2.50234 2.02937 -0.711 0.167 -0.079
O 0.39485 -1.94044 -0.73907 -1.617 2.145 -0.484
H 0.05880 -1.94395 0.18941 0.294 -0.969 -1.026
H 0.52557 -2.81918 -1.07356 0.136 -0.577 0.484
O -2.38525 0.07146 -1.24668 0.694 -1.709 0.135
H -1.90539 -0.73257 -1.57311 -0.746 0.473 0.763
H -2.04252 0.68619 -1.89934 -0.192 0.799 -0.454
O 0.80924 -0.97872 -3.53119 -1.694 -0.559 0.375
H 1.00973 -1.24417 -2.63747 -0.201 -0.583 1.003
H 1.59019 -0.54219 -3.76553 1.824 1.120 -1.034
```
Positions in Å, forces in eV/Å.

Charges in e, computed with Mulliken, in the same order as the atoms: atom 1 (C): -1.0891, atom 2 (N): -0.2752, atom 3 (C): -0.9219, atom 4 (H): 0.4098, atom 5 (H): 0.4349, atom 6 (H): 0.2895, atom 7 (H): 0.0322, atom 8 (H): 0.2688, atom 9 (H): 0.4159, atom 10 (H): 0.3121, atom 11 (O): -0.7955, atom 12 (H): 0.4090, atom 13 (H): 0.2250, atom 14 (O): -0.6854, atom 15 (H): 0.4837, atom 16 (H): 0.3003, atom 17 (O): -0.6192, atom 18 (H): 0.3974, atom 19 (H): 0.2918, atom 20 (O): -0.7444, atom 21 (H): 0.3218, atom 22 (H): 0.3598, atom 23 (O): -0.6200, atom 24 (H): 0.3161, atom 25 (H): 0.2966, atom 26 (O): -0.7103, atom 27 (H): 0.2699, atom 28 (H): 0.4952, atom 29 (O): -0.4838, atom 30 (H): 0.2703, atom 31 (H): 0.2507, atom 32 (O): -0.6801, atom 33 (H): 0.3083, atom 34 (H): 0.4268, atom 35 (O): -0.6718, atom 36 (H): 0.3877, atom 37 (H): 0.3232

# 3
This record from OMol25 describes 6 unconnected molecules or ions with the total composition H12O6. The level of theory is ωB97M-V/def2-TZVPD.

Properties
Lowest unoccupied orbital energy ... 0.0139 Eh
Kohn-Sham gap ... 11.023 eV
Net charge ... 0
Spin multiplicity ... 1
SMILES ... O.O.O.O.O.O
E_HOMO ... -0.391 Eh

```
18
Properties=species:S:1:pos:R:3:forces:R:3
O -0.25941 -1.74036 0.64972 -0.424 -0.515 -0.066
H -0.71558 -0.99143 0.22363 0.682 0.078 0.399
H 0.54490 -1.44246 1.07456 -0.029 0.396 -0.122
O -1.53776 0.26952 -0.80552 -1.132 -0.511 -0.033
H -2.25403 0.79099 -0.41866 0.422 0.507 0.092
H -2.06870 -0.51105 -1.05324 0.428 -0.013 -0.274
O -4.06891 -1.82841 -0.37371 0.240 0.240 -0.501
H -4.34306 -1.10722 0.19644 -0.169 -0.220 0.265
H -4.30804 -2.65754 0.04598 -0.010 0.084 0.217
O -3.69861 3.58715 -1.79973 -0.268 -0.199 -0.027
H -3.93726 2.98633 -2.51530 0.181 0.048 -0.017
H -4.55110 3.81135 -1.41104 0.085 0.111 0.064
O 4.79257 1.60946 1.09916 0.377 -0.281 -0.051
H 5.60211 1.64774 1.62162 -0.130 0.224 0.055
H 4.82234 0.69534 0.78078 -0.311 0.021 0.087
O 5.21342 -1.40249 0.98119 -0.342 1.292 0.259
H 5.93562 -1.51481 0.36497 -0.016 -0.838 0.031
H 4.83149 -2.20211 1.33915 0.418 -0.422 -0.379
```
Positions in Å, forces in eV/Å.

Charges in e, computed with Mulliken, in the same order as the atoms: atom 1 (O): -0.6544, atom 2 (H): 0.4404, atom 3 (H): 0.3138, atom 4 (O): -0.7592, atom 5 (H): 0.3219, atom 6 (H): 0.3268, atom 7 (O): -0.6246, atom 8 (H): 0.3154, atom 9 (H): 0.3173, atom 10 (O): -0.6388, atom 11 (H): 0.3218, atom 12 (H): 0.3191, atom 13 (O): -0.6396, atom 14 (H): 0.3099, atom 15 (H): 0.3436, atom 16 (O): -0.6405, atom 17 (H): 0.3166, atom 18 (H): 0.3105

# 4
This record from OMol25 describes 14 unconnected molecules or ions with the total composition C5H35NO13. The level of theory is ωB97M-V/def2-TZVPD.

Properties
Lowest unoccupied orbital energy ... -0.0030 Eh
Kohn-Sham gap ... 7.190 eV
Net charge ... 0
Spin multiplicity ... 1
E_HOMO ... -0.267 Eh

```
54
Properties=species:S:1:pos:R:3:forces:R:3
N 0.44746 -2.37650 2.71471 1.208 -0.547 -0.128
C 1.10732 -2.18523 1.43232 -4.680 2.279 -1.860
C 0.41683 -1.52522 0.38842 0.558 -0.342 2.215
C -0.86489 -0.74910 0.53638 0.892 0.887 -0.902
C -1.11196 0.43179 -0.06966 0.628 -2.912 2.056
C 2.30328 -2.87896 0.94017 -0.088 -1.121 0.388
H 0.94273 -2.96495 3.35179 0.588 -0.512 -0.059
H -0.09736 -1.77414 3.34951 0.466 0.500 -1.816
H 0.88794 -1.57118 -0.61823 -0.486 0.405 1.060
H -1.73532 -1.04777 1.09825 0.226 -1.032 0.376
H -2.04975 0.83091 0.10767 -1.150 1.209 -0.200
H -0.30958 0.95292 -0.44738 1.538 1.281 -1.387
H 2.23338 -3.94788 0.90643 -0.205 -0.931 0.786
H 3.21794 -2.61191 1.37856 1.313 0.363 1.042
H 2.40995 -2.71790 -0.09723 -0.028 0.782 -1.155
H -0.27248 3.14073 0.54582 -3.102 -0.130 0.006
H 0.63528 4.51968 0.07586 -1.541 -0.491 0.140
O 0.49651 3.64629 0.46268 4.254 0.984 -0.142
H 1.05826 0.27986 -2.88833 1.789 1.104 2.479
H 0.38183 0.98516 -4.13833 0.951 -2.187 1.408
O 0.72827 0.10813 -3.72921 -1.979 1.481 -4.080
H 1.00424 1.36226 3.91331 -2.677 0.660 -1.691
H 0.90535 2.26039 2.77835 0.209 0.893 -1.078
O 0.26939 1.76301 3.27445 2.789 -1.740 2.972
H -3.26669 -3.33102 -0.06936 -2.140 -2.981 2.075
H -1.85600 -2.83394 -0.24072 3.892 -0.774 1.163
O -2.72083 -2.74098 -0.46089 -1.906 3.492 -3.357
H 2.75219 0.80098 2.15033 -1.912 0.878 0.109
H 3.75430 0.37082 2.89252 -2.242 1.194 2.431
O 2.82362 0.82728 3.13082 4.253 -2.093 -2.562
H 3.22767 2.77791 0.54887 -1.014 -1.741 -0.456
H 1.74385 2.70926 0.16052 0.645 -1.213 0.513
O 2.54307 2.07236 0.31074 0.659 2.778 0.599
H -1.16120 2.13796 2.50378 -0.595 0.642 -0.236
H -2.61480 2.70362 2.19658 1.012 0.016 -0.368
O -1.66061 2.81471 1.98395 -0.892 -0.426 0.282
H -0.27985 -0.95272 -3.04757 -1.753 -0.443 -0.071
H -0.84986 -2.10709 -3.80322 -1.151 1.185 1.283
O -1.11235 -1.54770 -2.99717 1.931 -0.696 -1.950
H 0.34518 3.36558 -2.30965 2.642 1.882 2.194
H -0.37474 1.92094 -2.20207 0.536 1.017 0.379
O -0.22900 2.76867 -2.65516 -3.294 -2.901 -2.638
H -0.19354 -2.92304 -2.42598 -0.702 1.364 -0.011
H -0.14798 -4.35467 -2.13569 0.379 -0.145 0.266
O 0.36456 -3.54876 -1.98597 0.500 -1.699 0.258
H -4.38265 0.58339 0.43426 1.105 -0.086 1.485
H -3.32766 0.45114 1.62552 2.219 -0.762 -0.118
O -4.19187 0.67972 1.40294 -3.249 0.827 -1.182
H -4.27951 0.78035 -1.78714 -0.955 -0.146 -0.695
H -2.90208 0.31575 -2.31921 -0.023 -0.522 -0.226
O -3.35128 0.80481 -1.63069 0.508 0.603 0.520
H 3.37592 0.19583 -1.94121 -1.795 0.182 -0.063
H 2.54678 0.91156 -0.85787 -0.504 -0.524 -1.376
O 2.42076 0.41689 -1.73757 2.371 0.212 1.322
```
Positions in Å, forces in eV/Å.

Charges in e, computed with Mulliken, in the same order as the atoms: atom 1 (N): -0.4343, atom 2 (C): 0.5971, atom 3 (C): 0.1276, atom 4 (C): 0.1332, atom 5 (C): 0.1115, atom 6 (C): -1.3364, atom 7 (H): 0.2243, atom 8 (H): 0.1837, atom 9 (H): -0.2339, atom 10 (H): 0.1174, atom 11 (H): 0.1280, atom 12 (H): -0.5500, atom 13 (H): 0.3583, atom 14 (H): 0.3662, atom 15 (H): 0.3388, atom 16 (H): 0.3067, atom 17 (H): 0.2667, atom 18 (O): -0.6034, atom 19 (H): 0.2956, atom 20 (H): 0.3806, atom 21 (O): -0.7205, atom 22 (H): 0.3655, atom 23 (H): 0.2693, atom 24 (O): -0.6961, atom 25 (H): 0.2377, atom 26 (H): 0.3225, atom 27 (O): -0.5278, atom 28 (H): 0.2210, atom 29 (H): 0.3458, atom 30 (O): -0.6229, atom 31 (H): 0.3169, atom 32 (H): 0.2956, atom 33 (O): -0.6498, atom 34 (H): 0.4293, atom 35 (H): 0.3171, atom 36 (O): -0.6829, atom 37 (H): 0.5411, atom 38 (H): 0.3118, atom 39 (O): -0.8184, atom 40 (H): 0.2670, atom 41 (H): 0.3057, atom 42 (O): -0.6209, atom 43 (H): 0.3703, atom 44 (H): 0.3002, atom 45 (O): -0.5554, atom 46 (H): 0.3155, atom 47 (H): 0.3126, atom 48 (O): -0.6284, atom 49 (H): 0.2658, atom 50 (H): 0.2479, atom 51 (O): -0.5810, atom 52 (H): 0.2663, atom 53 (H): 0.3537, atom 54 (O): -0.6521